Record 1
# C32H48FN14O8S2

A molecular structure, C32H48FN14O8S2 at a distorted geometry (ωB97M-V with the def2-TZVPD basis set, the Open Molecules 2025 dataset).

Last column: Mulliken charge in e.
Cartesian coordinates (Å):
C  -2.058  -2.058  -1.455  -0.85
C  -0.938  -1.884  -2.429  0.75
O  -0.056  -2.698  -2.536  -0.46
O  -0.930  -0.771  -3.221  -0.51
C  -0.484  0.364  -2.437  -0.84
C  1.026  0.480  -2.430  -0.35
C  1.409  1.290  -1.178  -1.43
C  1.369  0.338  0.012  0.09
S  0.869  1.228  1.478  1.36
O  2.009  2.035  1.889  -0.86
O  -0.276  2.049  1.170  -0.78
N  0.401  0.192  2.660  -0.33
S  1.305  -1.115  2.815  1.12
O  1.220  -1.554  4.188  -0.73
O  2.682  -0.851  2.450  -0.59
C  0.542  -2.385  1.694  0.00
O  -0.640  -2.331  1.525  -0.53
N  1.300  -3.445  1.085  0.30
C  2.561  -3.089  0.548  0.51
O  3.615  -3.242  1.096  -0.49
F  2.516  -2.605  -0.688  -0.14
H  -1.759  -2.783  -0.721  0.14
H  -2.366  -1.129  -0.998  0.32
H  -2.911  -2.442  -2.006  0.43
H  -0.930  1.229  -2.883  0.48
H  -0.842  0.290  -1.418  0.36
H  1.518  -0.481  -2.397  0.12
H  1.329  1.063  -3.282  0.35
H  2.369  1.753  -1.288  0.50
H  0.640  2.044  -1.055  0.38
H  0.757  -0.531  -0.193  -0.42
H  2.376  0.000  0.199  0.75
H  0.706  -3.737  0.295  -0.05
C  -1.820  -1.043  4.861  0.06
C  -2.680  -1.423  3.749  0.41
N  -3.309  -1.731  2.845  -0.53
H  -2.311  -1.279  5.805  0.02
H  -0.876  -1.582  4.797  -0.19
H  -1.617  0.024  4.820  0.28
C  0.831  -7.232  -0.564  -0.97
C  -0.033  -6.067  -0.429  0.58
N  -0.711  -5.149  -0.325  -0.45
H  0.229  -8.137  -0.569  0.33
H  1.391  -7.169  -1.495  0.28
H  1.528  -7.270  0.271  0.28
C  2.662  5.270  -0.682  -0.82
C  2.483  4.467  -1.885  0.41
N  2.315  3.836  -2.825  -0.40
H  3.031  4.639  0.126  0.22
H  3.376  6.068  -0.874  0.34
H  1.709  5.701  -0.385  0.26
C  -3.537  3.745  -3.569  -0.83
C  -3.309  2.688  -2.592  0.48
N  -3.114  1.874  -1.810  -0.39
H  -4.533  4.154  -3.421  0.26
H  -2.800  4.535  -3.434  0.26
H  -3.454  3.351  -4.580  0.29
C  -1.904  -3.128  8.374  -0.38
C  -2.772  -2.001  8.714  0.29
N  -3.454  -1.123  8.988  -0.41
H  -2.463  -4.058  8.448  0.26
H  -1.529  -3.021  7.359  0.00
H  -1.062  -3.163  9.061  0.27
C  -6.213  4.396  0.118  -0.57
C  -6.235  4.861  -1.264  0.37
N  -6.228  5.193  -2.360  -0.52
H  -5.632  3.478  0.184  0.31
H  -5.756  5.152  0.753  0.27
H  -7.225  4.201  0.464  0.09
C  2.253  -5.300  5.143  -0.62
C  0.906  -5.084  5.664  0.40
N  -0.145  -4.910  6.084  -0.42
H  2.413  -6.361  4.962  0.32
H  2.384  -4.751  4.211  0.10
H  2.985  -4.946  5.865  0.26
C  2.196  -2.321  -5.535  -0.84
C  2.718  -1.045  -5.064  0.55
N  3.133  -0.046  -4.687  -0.49
H  2.998  -2.887  -6.005  0.37
H  1.792  -2.888  -4.698  0.20
H  1.407  -2.152  -6.264  0.26
C  -8.014  4.267  4.088  -0.75
C  -8.325  3.549  2.856  0.41
N  -8.562  2.987  1.887  -0.43
H  -7.524  3.595  4.789  0.27
H  -7.352  5.101  3.870  0.27
H  -8.931  4.644  4.535  0.28
C  3.329  4.147  -6.070  -0.39
C  2.661  3.696  -7.286  0.30
N  2.143  3.341  -8.245  -0.44
H  2.740  3.878  -5.195  0.03
H  4.307  3.677  -5.995  0.25
H  3.454  5.228  -6.099  0.30
C  3.680  1.500  4.604  -0.15
C  4.253  2.714  5.175  0.19
N  4.706  3.665  5.628  -0.45
H  4.465  0.883  4.173  0.26
H  3.173  0.936  5.386  0.26
H  2.950  1.731  3.825  -0.07
C  5.022  -0.481  -7.952  -0.68
C  4.229  -1.586  -8.483  0.37
N  3.595  -2.453  -8.879  -0.44
H  4.359  0.311  -7.608  0.16
H  5.624  -0.828  -7.116  0.27
H  5.675  -0.092  -8.730  0.33

The calculation puts the frontier orbital gap at 8.6 eV. The calculation puts the calculated total energy at -3512.87148 Eh. As for the net charge: -1.



Record 2
# C6H6BF3O3

A single C6H6BF3O3 molecule (ωB97M-V with the def2-TZVPD basis set, the Open Molecules 2025 dataset).

Last column: natural (NBO) charge in e.
Cartesian coordinates (Å):
B  1.804  1.309  0.247  1.26
C  -0.307  -1.922  -0.545  -0.22
C  -1.153  -1.977  0.635  -0.19
C  0.030  -0.759  -1.096  -0.20
C  -1.820  -0.905  1.054  -0.23
C  -0.393  0.536  -0.446  0.53
C  -1.763  0.367  0.255  0.62
O  2.311  1.137  -1.001  -0.91
O  2.487  1.786  1.309  -0.88
O  0.508  0.948  0.519  -0.69
F  -0.509  1.513  -1.411  -0.34
F  -2.751  0.340  -0.697  -0.33
F  -2.048  1.443  1.023  -0.32
H  0.044  -2.854  -0.960  0.22
H  -1.229  -2.917  1.161  0.22
H  0.678  -0.656  -1.949  0.24
H  -2.479  -0.896  1.906  0.23
H  3.199  1.449  -1.171  0.50
H  3.392  2.059  1.166  0.49

The calculation puts the frontier orbital gap at 9.5 eV. The calculation puts the calculated total energy at -782.53734 Eh. Its structure (SMILES) is OB(O)O[C@@]1(F)C=CC=CC1(F)F.



Record 3
# C23H28N6O4

A single C23H28N6O4 molecule at a distorted geometry (ωB97M-V with the def2-TZVPD basis set, the Open Molecules 2025 dataset).

Last column: natural (NBO) charge in e.
Cartesian coordinates (Å):
O  -0.950  -3.557  -1.519  -0.64
C  -1.487  -2.709  -0.827  0.64
N  -2.813  -2.392  -1.017  -0.55
C  -3.519  -1.445  -0.335  0.22
C  -4.841  -1.149  -0.703  -0.28
C  -5.487  -0.188  0.023  0.27
C  -4.871  0.475  1.101  0.27
C  -3.591  0.199  1.476  -0.23
C  -2.893  -0.781  0.740  -0.15
C  -1.527  -1.085  0.999  -0.05
C  -0.831  -1.966  0.245  -0.16
C  0.648  -2.177  0.397  -0.26
N  1.376  -1.039  -0.171  -0.46
C  2.817  -1.056  0.052  -0.03
C  3.162  -0.786  1.534  -0.41
C  4.199  -1.840  1.927  -0.41
C  3.883  -3.029  1.023  -0.40
H  4.718  -3.724  0.944  0.21
H  3.020  -3.575  1.406  0.20
C  3.550  -2.369  -0.312  -0.44
H  2.948  -3.003  -0.960  0.22
H  4.474  -2.131  -0.842  0.21
H  4.150  -2.092  2.985  0.21
H  5.204  -1.474  1.710  0.20
H  3.545  0.225  1.674  0.21
H  2.267  -0.881  2.147  0.21
H  3.218  -0.241  -0.560  0.20
C  0.990  -0.824  -1.560  -0.29
C  -0.241  0.008  -1.651  0.36
N  -1.245  -0.182  -2.479  -0.32
N  -2.124  0.781  -2.239  -0.07
N  -1.723  1.550  -1.316  -0.07
N  -0.528  1.109  -0.910  -0.21
C  0.201  1.760  0.135  -0.26
H  1.003  1.093  0.458  0.25
H  -0.482  1.948  0.968  0.22
C  0.762  3.117  -0.335  0.10
C  1.806  2.972  -1.460  -0.44
H  1.415  3.299  -2.421  0.23
C  2.973  3.831  -0.972  -0.43
H  3.941  3.466  -1.308  0.22
H  2.848  4.864  -1.296  0.21
C  2.799  3.737  0.542  -0.07
H  3.232  4.573  1.091  0.20
H  3.224  2.797  0.924  0.15
O  1.402  3.767  0.751  -0.52
H  2.117  1.931  -1.547  0.19
H  -0.082  3.747  -0.643  0.19
H  0.791  -1.760  -2.099  0.24
H  1.794  -0.304  -2.092  0.22
H  0.906  -2.257  1.453  0.21
H  0.902  -3.118  -0.111  0.21
H  -1.029  -0.550  1.797  0.20
H  -3.118  0.712  2.296  0.22
O  -5.756  1.371  1.638  -0.49
C  -6.925  1.283  0.855  0.24
O  -6.755  0.281  -0.126  -0.47
H  -7.115  2.250  0.363  0.16
H  -7.781  1.026  1.497  0.16
H  -5.315  -1.645  -1.532  0.23
H  -3.256  -2.841  -1.810  0.42

The calculation puts the frontier orbital gap at 8.0 eV. The calculation puts the calculated total energy at -1522.71244 Eh. Its structure (SMILES) is O=c1[nH]c2cc3c(cc2cc1CN(Cc1nnnn1C[C@@H]1CCCO1)C1CCCC1)OCO3.



Record 4
# C18H18N6OS2Tc

A molecular structure, C18H18N6OS2Tc (ωB97M-V with the def2-TZVPD basis set, the Open Molecules 2025 dataset).

Last column: natural (NBO) charge in e.
Cartesian coordinates (Å):
Tc  -1.758  0.369  1.287  0.89
S  -0.636  -1.769  0.918  -0.04
C  -0.412  -1.090  -0.640  0.23
N  0.151  -1.542  -1.704  -0.31
N  0.575  -2.831  -1.583  -0.22
C  1.777  -3.254  -2.012  0.16
C  2.753  -2.334  -2.466  -0.14
C  3.970  -2.814  -2.875  -0.21
C  4.238  -4.189  -2.840  -0.09
C  3.274  -5.098  -2.390  -0.19
C  2.048  -4.646  -1.979  -0.17
N  -1.045  0.202  -0.650  -0.29
N  -0.387  1.147  0.007  -0.18
C  0.900  1.565  -0.170  0.08
C  1.538  2.233  0.890  -0.14
C  2.828  2.686  0.725  -0.21
C  3.479  2.508  -0.495  -0.13
C  2.833  1.872  -1.556  -0.20
C  1.549  1.397  -1.408  -0.20
H  -0.105  -3.518  -1.264  0.42
H  2.520  -1.280  -2.481  0.23
H  4.730  -2.131  -3.227  0.24
H  5.202  -4.553  -3.167  0.24
H  3.496  -6.156  -2.370  0.25
H  1.286  -5.333  -1.630  0.24
H  1.017  2.361  1.831  0.21
H  3.334  3.186  1.539  0.24
H  4.485  2.882  -0.625  0.24
H  3.336  1.772  -2.508  0.24
H  1.018  0.934  -2.229  0.24
S  -3.944  0.094  0.412  0.19
C  -4.113  1.683  0.967  0.28
N  -5.235  2.436  0.964  -0.48
C  -5.246  3.699  1.453  0.15
C  -4.102  4.232  1.971  -0.31
C  -2.958  3.425  1.966  0.21
N  -2.971  2.201  1.470  -0.49
H  -6.087  2.031  0.591  0.46
H  -6.189  4.224  1.408  0.26
H  -4.084  5.233  2.371  0.28
H  -2.018  3.778  2.371  0.24
C  -2.207  -1.181  3.862  -0.26
O  -2.206  -0.031  3.016  -0.58
H  -2.974  -1.044  4.621  0.21
H  -1.234  -1.275  4.343  0.21
H  -2.424  -2.081  3.286  0.19

The spin multiplicity is 4. Its expectation value of S² is 3.822. The calculation puts the frontier orbital gap (alpha / beta) at 6.8 / 6.2 eV. The calculation puts the calculated total energy at -1977.02940 Eh. As for the net charge: +2.



Listing molar mass for the structures above in their given order: 840.0, 193.9, 452.5, 496.5 u.
Listing energy above the lowest of the compared OMol25 structures with the same formula, charge and spin for the structures above in their given order: 84.0, 0.0, 165.3, 227.1 kJ/mol.